Formula: C29H29BF4N4PRuSTe4
Source: the OMol25 dataset
Level of theory: ωB97M-V with the def2-TZVPD basis set

```
74
Properties=species:S:1:pos:R:3:mulliken_charge:R:1
Te 0.921 1.652 -2.236 0.401
Te -1.434 3.846 -4.976 -0.385
Te -1.540 2.008 -2.994 -0.021
Te 2.395 3.398 -3.832 -0.376
Ru -0.816 0.246 -1.187 -0.926
S -1.647 2.045 0.159 -0.466
P 1.153 -0.203 -0.060 2.494
F -3.521 -0.286 -1.899 0.181
F -4.421 -2.398 -1.530 -0.423
F -5.710 -0.755 -2.462 -0.430
F -5.083 -0.618 -0.232 -0.355
N -2.332 -2.272 -3.988 -0.747
N -0.323 -1.130 -3.160 -0.485
N -3.584 -0.411 -4.654 -0.351
N -4.550 -2.498 -4.474 -0.539
C -1.288 -1.638 -3.575 0.697
C 0.824 -0.806 2.751 -0.859
C -3.453 -1.706 -4.323 0.630
C -0.920 -1.418 1.175 1.468
C -2.984 1.676 2.510 -0.519
C -2.638 3.044 4.465 -0.453
C -1.324 -1.652 -0.196 -2.254
C 4.053 1.545 2.351 -0.774
C 1.920 -2.671 -0.887 -0.786
C 3.592 -3.302 -2.468 -0.619
C 4.036 -1.993 -2.476 -0.871
C 4.116 0.357 -1.762 -2.007
C 1.783 2.261 0.992 -1.005
C 3.413 0.583 1.576 1.573
C 2.324 -1.328 -0.921 1.579
C -1.612 3.713 3.810 -0.599
C -1.964 2.363 1.843 0.345
C 2.261 0.958 0.853 1.458
C 2.450 3.214 1.746 -0.980
C -0.059 -0.981 3.806 -0.953
C -1.276 3.385 2.506 -0.431
C 2.534 -3.649 -1.643 -1.044
C -3.315 2.023 3.810 -0.590
C 0.399 -0.967 1.433 0.325
C -1.810 -1.518 2.256 -0.710
C 3.444 -0.991 -1.706 0.932
C 4.011 -0.800 1.551 -1.896
C 3.593 2.849 2.432 -0.751
C -1.389 -1.295 3.550 -0.501
B -4.687 -1.012 -1.501 0.174
H -2.097 -1.353 4.368 0.383
H 3.262 -1.572 1.401 0.338
H 4.119 3.571 3.047 0.340
H 4.884 -1.719 -3.095 0.404
H -4.487 -3.347 -3.937 0.285
H 4.081 -4.051 -3.080 0.359
H 4.922 1.246 2.928 0.389
H -5.424 -2.013 -4.341 0.305
H 4.525 -1.004 2.494 0.531
H -2.843 -1.771 2.043 0.421
H -2.372 -1.907 -0.307 0.407
H -1.073 4.506 4.317 0.350
H 2.187 -4.673 -1.584 0.411
H -3.518 0.887 1.996 0.490
H -4.491 0.009 -4.536 0.307
H 3.713 1.065 -1.047 0.177
H 2.069 4.225 1.799 0.460
H 0.853 2.533 0.507 -0.057
H -2.807 0.214 -4.485 -0.104
H -2.914 3.326 5.475 0.347
H -0.707 -2.366 -0.741 0.396
H -4.120 1.497 4.313 0.385
H 0.281 -0.812 4.821 0.381
H 4.742 -0.889 0.745 0.332
H 4.036 0.797 -2.757 0.413
H -0.493 3.925 1.991 0.412
H 1.828 -0.485 2.979 0.149
H 5.181 0.246 -1.535 0.457
H 1.121 -2.954 -0.212 0.382
```

Summary:
- 2S+1 = 6
- total charge = -2
- HOMO level (spin up / spin down) (eV) = -0.69 / -1.83
- HOMO-LUMO gap (spin up / spin down) (hartree) = 0.1712 / 0.1839
- ΔE to the lowest compared entry with this formula, charge and spin (eV) = 3.937
- LUMO energy (spin up / spin down) (eV) = 3.9688 / 3.1739